Entry 1:
DFT (the ωB97M-V functional and the def2-TZVPD basis) results for a molecular structure, C41H34BrF8N5PSn.

The geometry in XYZ format:
```
91
C41H34BrF8N5PSn, DFT the ωB97M-V functional and the def2-TZVPD basis
N -3.07 13.14 13.83
H -0.85 15.28 12.44
C -10.06 15.88 17.50
H -1.03 16.54 17.86
F -6.05 8.77 11.28
H -3.63 12.84 18.41
C -4.42 9.71 18.69
C -8.44 8.64 18.87
C -0.55 13.14 12.47
C -6.13 18.97 12.50
H -6.60 19.81 12.02
C -4.29 16.18 18.04
H -8.64 7.73 19.43
C -1.18 11.91 12.82
N -4.24 15.53 14.07
C -6.88 17.81 12.62
C -3.25 8.56 16.92
C -4.37 9.28 17.35
H -4.12 14.74 20.87
H -1.45 7.58 17.50
F -10.20 13.80 14.52
H -3.32 17.95 14.18
F -5.41 6.86 16.42
H -5.31 10.30 19.05
C -2.30 14.85 17.47
N -3.69 14.83 17.86
C -6.13 9.13 13.62
C -7.78 15.30 16.89
F -5.08 5.16 14.36
H -5.16 13.73 18.88
H -3.12 8.37 15.88
H -2.39 15.32 16.50
H -6.19 17.23 17.85
C -9.74 14.59 15.52
F -10.93 16.45 18.35
H -3.69 13.11 20.87
H -0.86 10.89 12.51
Sn -4.90 14.19 15.73
C -5.84 16.17 18.04
H -2.52 14.29 20.38
C -5.76 8.65 14.89
F -5.42 6.02 11.76
F -7.56 14.08 14.83
C -2.46 14.30 13.42
C -4.87 19.03 13.13
C -4.04 13.78 18.84
H -3.68 9.56 20.66
C -5.37 7.35 15.15
C -6.34 16.67 13.31
C -1.20 14.32 12.77
C -4.96 16.71 13.74
H -1.88 13.85 17.41
C -3.53 9.23 19.61
C -8.94 10.91 18.18
N -6.39 15.30 17.04
H -1.73 15.95 19.33
H -0.49 15.04 18.62
P -5.55 9.94 16.16
H -11.70 15.21 16.21
C -2.31 8.13 17.84
Br -6.87 10.80 13.17
H -2.98 11.08 13.71
H -9.46 11.87 18.27
H 0.43 13.06 11.99
N -3.05 15.50 13.51
H -7.93 17.74 12.27
H -3.86 16.81 17.24
H -10.10 9.87 19.61
H -6.27 15.92 19.03
C -7.32 8.64 18.02
H -6.87 15.76 13.26
F -8.28 16.91 18.57
C -7.06 9.78 17.14
H -6.58 7.82 18.14
H -7.93 11.64 16.46
C -4.30 17.92 13.74
C -1.36 15.61 18.38
H -1.83 8.02 19.93
C -7.98 10.81 17.16
H -3.99 16.60 18.99
C -5.50 6.92 12.74
C -9.21 9.83 19.00
C -2.49 8.41 19.24
C -8.41 14.68 15.77
C -10.63 15.21 16.39
H -4.30 19.91 13.10
C -5.30 6.46 14.08
C -8.70 16.00 17.72
C -5.91 8.29 12.58
C -3.55 14.00 20.27
C -2.42 11.99 13.51
```

Output
Relative energy (zero: lowest compared OMol25 entry of this formula, charge and spin) (kcal per mole): 0.0
Total charge: +3
Orbital gap (spin up / spin down) (eV): 4.9481 / 5.5047

=====

Entry 2:
DFT (the ωB97M-V functional and the def2-TZVPD basis) results for a molecular structure, C41H34Cl5HgN5O3S.

The geometry in XYZ format:
```
90
C41H34Cl5HgN5O3S, DFT the ωB97M-V functional and the def2-TZVPD basis
C 0.93 -1.13 -3.22
H -1.76 -0.43 5.59
C 1.14 0.85 -4.70
C 6.30 -1.34 0.12
Cl 7.65 -3.60 0.75
H -3.65 -0.71 4.28
O 2.39 4.35 -1.32
C -3.06 1.07 3.16
C -0.82 1.01 4.26
H -0.18 5.22 4.37
C 0.51 -3.11 -2.36
C -2.40 -0.20 -2.72
H -3.06 -0.69 -4.70
H -3.06 -4.95 1.23
H -0.17 2.87 0.02
H -5.06 -1.93 -3.90
H -5.51 -2.11 -1.48
H -0.34 -1.90 -0.05
C -0.09 -3.02 -3.78
H 0.76 0.25 -5.51
H -2.31 3.47 1.09
Cl 2.27 -3.25 0.75
C -1.11 0.34 1.90
C -0.18 3.43 0.95
C -0.49 -3.60 -1.34
C -1.73 -3.34 0.71
H -3.38 1.58 2.25
C 6.21 -2.68 0.51
S 0.53 -0.24 1.94
C -1.38 3.75 1.57
H -0.38 -1.06 4.67
C 1.03 3.76 1.56
H -1.24 1.88 4.77
C -3.27 -0.78 -3.64
O -0.59 0.74 -0.88
H -2.48 -6.29 -0.77
N 1.78 0.94 -2.39
C 5.13 -0.62 -0.07
C 3.82 -2.49 0.50
C 4.96 -3.26 0.70
H 2.10 4.00 -3.84
C 1.01 4.41 2.79
H 1.95 4.65 3.28
C 2.35 3.49 0.86
C -2.65 -0.30 -1.36
C -1.39 4.41 2.79
H 1.38 2.70 -5.83
H -1.18 -2.94 -3.75
H -1.96 -2.73 1.57
H 2.37 5.63 0.30
H 3.10 3.25 1.62
N -1.63 0.79 3.07
C -4.64 -1.57 -1.83
C 2.23 2.99 -1.31
C 1.47 2.22 -4.86
N 0.98 -1.74 -2.12
C -0.19 4.73 3.41
Cl 5.27 1.04 -0.59
H 0.20 -3.83 -4.44
C -4.39 -1.47 -3.19
C -2.01 -5.33 -0.61
N -1.97 0.23 0.90
C 1.32 0.28 -3.46
H -1.52 0.34 -3.05
C -0.81 -2.86 -0.22
Cl 7.85 -0.62 -0.12
H -0.12 0.03 6.04
N 2.27 2.43 -0.13
Hg 2.08 0.09 -0.22
O 0.45 -1.80 -4.31
C -3.90 -0.19 3.35
C 1.99 2.30 -2.51
H -2.33 4.65 3.27
C 3.86 -1.16 0.12
Cl 4.86 -4.91 1.17
C 1.88 2.94 -3.77
H -3.73 -0.87 2.52
C -0.77 -0.19 5.20
H -4.96 0.07 3.38
C -3.78 -0.98 -0.92
C 2.82 4.68 0.01
C -1.62 0.27 -0.40
C -2.34 -4.57 0.51
H -3.95 -1.06 0.15
H 3.92 4.76 0.02
C -1.09 -4.85 -1.52
H -3.20 1.74 4.00
H -0.84 -5.45 -2.39
H 0.18 1.27 3.94
H 1.38 -3.77 -2.34
```

Output
Relative energy (zero: lowest compared OMol25 entry of this formula, charge and spin) (kcal per mole): 2.0
⟨S²⟩: 0.766
Total charge: -1
2S+1: 2
Orbital gap (spin up / spin down) (eV): 5.0844 / 7.7956

=====

Entry 3:
DFT (the ωB97M-V functional and the def2-TZVPD basis) results for 5 unconnected molecules or ions with the total composition C41H34F4O2S.

The geometry in XYZ format:
```
82
C41H34F4O2S, DFT the ωB97M-V functional and the def2-TZVPD basis
F 7.28 0.33 -3.06
H 3.20 -1.53 -3.37
C 5.05 0.75 0.17
C 7.60 2.04 4.53
C 5.10 -0.57 -3.19
H -4.89 -0.66 2.48
C 5.31 1.60 3.89
C -6.99 -1.14 2.66
C -0.25 -1.81 0.40
C 6.31 0.39 5.72
C 1.73 -0.68 1.06
H 8.10 -2.01 -3.79
C 1.12 -1.82 0.58
C -0.98 -0.67 0.67
H 4.70 0.39 -2.88
C -2.70 1.56 1.70
H -0.73 -2.70 0.00
H -2.05 -0.74 0.46
H 5.17 4.09 -0.29
C -8.25 -1.05 0.62
H -0.78 2.20 2.39
C -8.01 -1.20 -3.89
H -6.28 -4.07 -4.14
C -6.53 -2.63 -5.71
C -6.71 -3.12 -4.42
H -6.94 -1.03 -7.08
H 4.47 1.82 3.24
H -8.30 0.25 -5.44
H -7.60 -2.76 -2.50
H 6.23 -0.35 6.50
H -9.19 -1.16 0.09
C -7.84 -0.70 -5.17
F -4.81 -0.18 -0.06
O 3.90 -1.56 1.63
F 6.60 3.21 2.75
C 5.22 0.64 4.89
S -3.26 2.72 -0.74
C 5.51 2.02 -0.21
H -3.10 0.62 1.32
H 2.95 3.98 0.95
H -0.98 2.51 0.69
H 1.72 -2.70 0.35
C 6.50 2.28 3.72
C 3.24 -0.62 1.23
H -4.20 3.59 -1.18
C 4.76 3.15 0.06
C -3.56 2.69 1.07
H -5.94 -3.20 -6.43
O 1.44 2.36 2.78
C 4.27 -1.64 -3.46
H -7.14 -0.48 -1.14
C 3.09 1.86 1.13
C 6.19 -3.00 -3.96
H 4.29 0.10 5.03
H 8.51 2.59 4.37
H 4.17 -3.70 -4.05
C 4.82 -2.86 -3.84
H 5.60 -0.17 -0.04
H -2.87 1.59 2.79
C -5.92 -0.54 0.61
C 3.55 3.09 0.75
C -7.11 -0.67 -0.07
C 7.03 -1.93 -3.70
H -9.08 -1.57 2.52
H -4.61 2.42 1.21
C -5.84 -0.77 1.97
H 8.34 0.89 6.18
H -3.35 3.65 1.56
H -6.94 -1.31 3.73
C -7.45 -2.40 -3.51
C 7.49 1.09 5.54
C 1.78 1.65 1.86
H 6.62 -3.95 -4.25
C 6.47 -0.72 -3.31
C -1.18 1.76 1.47
H 6.47 2.06 -0.72
F -8.74 -0.49 -3.00
C -8.19 -1.28 1.98
C -7.09 -1.42 -6.08
C -0.40 0.49 1.17
C 0.98 0.45 1.35
C 3.86 0.70 0.82
```

Output
Orbital gap (eV): 8.5499
SMILES: O=C1c2ccccc2C(=O)c2c(CCCS)cccc21.Fc1ccccc1.Fc1ccccc1.Fc1ccccc1.Fc1ccccc1

=====

Entry 4:
DFT (the ωB97M-V functional and the def2-TZVPD basis) results for a molecular structure, C41H34I2N2O5PTi.

The geometry in XYZ format:
```
86
C41H34I2N2O5PTi, DFT the ωB97M-V functional and the def2-TZVPD basis
C 1.57 -2.95 -2.21
C -5.46 2.88 -1.22
C -0.64 1.49 2.84
C -4.18 1.16 -2.36
H 4.46 -3.84 5.59
C 2.14 2.14 -1.27
H -0.21 4.61 4.08
H -0.86 0.45 3.15
H 2.76 -3.97 5.16
C -1.59 -0.44 -2.93
H -5.74 -2.78 0.16
H -2.84 1.99 0.65
H -6.25 3.62 -1.21
C 4.88 2.56 1.99
C 4.08 3.10 -0.17
H -1.47 -3.13 -4.95
C -4.55 2.90 -0.17
C -1.42 0.60 -3.86
C -1.43 -2.09 -4.65
H -4.38 -4.01 1.88
C -4.07 -1.71 -0.54
H 3.65 -2.40 5.13
C 3.79 1.66 2.16
H -5.96 2.06 -3.12
C -2.56 -3.04 1.40
C -1.21 -1.09 -5.57
C 1.28 -2.19 -0.94
C -0.50 2.49 3.77
H -0.59 2.21 4.78
H 4.99 -3.98 1.34
P -1.94 -0.06 -1.19
O -0.03 -2.68 -0.53
C -0.18 4.10 2.00
C -5.26 2.02 -2.29
C 3.02 2.21 -0.05
H -4.03 0.50 -3.25
C -3.92 -3.28 1.22
C -1.96 -2.12 0.57
H -1.82 -2.57 -2.60
H 0.49 4.13 -0.61
C -4.68 -2.64 0.25
C -3.28 1.14 -1.30
H 1.73 -2.45 3.64
N -0.55 1.78 1.52
H -1.00 1.00 -5.90
C -1.60 -1.75 -3.31
C 2.18 -2.50 0.25
I 3.62 0.76 4.05
C -0.34 3.81 3.36
C 2.85 1.48 1.13
C -3.50 2.00 -0.22
H 3.86 -3.31 -0.80
H 2.30 2.99 -1.94
C 2.16 -2.67 2.70
N 0.66 2.01 -0.95
H -1.97 -3.55 2.15
C 3.41 -3.11 0.17
H -4.67 -1.19 -1.25
H -0.98 -1.27 -6.63
H 2.53 -2.65 -2.60
O 1.16 -0.82 -1.16
O 4.11 -3.74 3.62
C 3.40 -3.25 2.58
H 2.45 1.26 -1.87
H -1.03 3.24 -0.80
C -0.52 -1.81 0.38
C -0.04 3.22 -0.35
C 3.70 -3.46 4.93
H 0.04 5.08 1.59
H 0.82 -2.73 -2.98
H -4.67 3.59 0.67
O 1.83 0.63 1.28
C 4.04 -3.48 1.34
H 5.59 2.68 2.77
H 1.60 -4.00 -2.00
C 5.03 3.27 0.81
O 0.39 -1.59 1.52
C -2.72 -1.43 -0.38
H 0.24 1.88 -1.85
I 6.61 4.55 0.41
C -0.25 3.04 1.14
C 1.61 -2.29 1.49
H -1.39 1.64 -3.61
Ti 0.30 0.19 0.21
C -1.22 0.24 -5.17
H 4.12 3.72 -1.08
```

Output
Relative energy (zero: lowest compared OMol25 entry of this formula, charge and spin) (kcal per mole): 17.5
Total charge: +1
Orbital gap (eV): 7.2710

=====

Entry 5:
DFT (the ωB97M-V functional and the def2-TZVPD basis) results for a molecular structure, C41H34IrN2O2S8.

The geometry in XYZ format:
```
88
C41H34IrN2O2S8, DFT the ωB97M-V functional and the def2-TZVPD basis
H 1.45 1.78 -3.55
C -3.34 -0.03 -1.95
H -1.87 4.26 -0.98
O -0.60 0.54 -2.14
C -1.96 -3.76 2.75
C -3.55 -5.46 3.62
C -3.70 -2.21 -4.97
S 3.34 -4.37 5.24
H 2.91 6.53 -3.05
H 3.86 -2.78 -3.39
S 2.54 0.44 -1.22
C -3.28 -4.17 2.93
C -2.71 -1.85 1.53
S -2.12 -0.47 0.52
C 3.02 6.06 -2.08
H 0.85 2.92 0.55
C -2.95 -2.72 -2.69
S 2.46 -4.16 2.40
H -4.31 -1.61 -6.92
H -4.60 -5.55 3.89
H 1.36 4.94 -3.92
C -4.03 -2.20 1.73
C -4.12 -1.30 -5.90
C 3.22 -2.24 -2.71
H -6.57 4.85 -1.19
H -2.19 -2.97 -0.71
H -4.14 5.18 -1.00
C -7.48 2.95 -1.48
C 2.32 -1.15 -4.81
H -3.57 -3.25 -5.23
C -2.72 3.62 -1.16
H -2.94 -5.56 4.51
H -5.87 -0.01 -1.79
C 2.31 0.04 -2.85
C -3.98 4.13 -1.17
H -0.31 3.15 -3.55
S 2.38 -1.79 4.10
C -4.28 0.05 -5.55
H -8.49 3.34 -1.47
H 0.85 0.34 -5.52
C -2.61 -2.29 -1.44
H -3.30 -6.28 2.96
C -7.28 1.57 -1.63
C -4.89 1.90 -1.56
H 2.91 6.82 -1.31
N 1.90 0.91 -3.78
C -3.63 -0.44 -3.28
C -3.56 1.39 -1.61
H -1.15 -4.36 3.14
H 2.44 -2.91 -2.34
H 3.80 -1.87 -1.86
O -2.74 0.77 0.96
C 1.88 4.39 -0.62
C -6.41 3.79 -1.33
H -4.58 0.76 -6.30
C 2.03 4.96 -1.88
C 1.75 -1.59 2.49
C -4.04 0.47 -4.27
C -4.30 -3.36 2.44
S 1.21 -2.84 0.08
C -6.02 1.05 -1.68
C 1.25 4.50 -2.94
C -5.10 3.29 -1.35
C 2.77 -3.49 3.98
Ir 0.37 -0.51 -0.26
C 1.85 0.29 -5.10
S -0.89 1.57 -1.08
H 4.03 5.66 -2.00
H -8.13 0.91 -1.72
H 2.54 0.82 -5.77
C -2.51 2.26 -1.41
H 2.48 4.74 0.21
C 0.97 3.38 -0.42
H -2.80 -3.75 -2.97
H 1.53 -1.88 -4.99
C -2.83 -0.95 -1.07
H -4.82 -1.58 1.35
C -1.68 -2.60 2.07
C 1.79 -2.71 1.68
H -4.16 1.51 -4.02
H -5.33 -3.65 2.59
C 0.32 3.49 -2.74
C -3.44 -1.80 -3.64
S 1.12 -0.06 2.07
H -0.67 -2.26 1.94
N 2.65 -1.11 -3.40
C 0.19 2.95 -1.48
H 3.19 -1.42 -5.40
```

Output
Total charge: +1
Orbital gap (eV): 4.6854

=====

Number 1: maximum force 4.31 eV/Å. Number 2: maximum force 0.21 eV/Å. Number 3: maximum force 1.90 eV/Å. Number 4: maximum force 2.01 eV/Å. Number 5: maximum force 2.73 eV/Å.